Entry 1:
Here is a cluster of 7 separate species, C7H28O7 in total at a distorted geometry from OMol25. Energies are from ωB97M-V/def2-TZVPD.

Last column: natural (NBO) charge in e.
Element x y z (Å)
C  2.350  -0.891  -3.069  -0.2541
O  2.602  -0.354  -1.766  -0.7657
H  3.282  -1.017  -3.613  0.1889
H  1.969  -1.913  -2.914  0.1511
H  1.608  -0.284  -3.589  0.1727
H  1.740  -0.079  -1.403  0.4996
C  2.843  -3.657  -0.109  -0.2462
O  3.348  -2.348  0.162  -0.7568
H  1.809  -3.711  0.240  0.1585
H  2.916  -3.816  -1.187  0.1570
H  3.436  -4.415  0.397  0.1761
H  3.197  -1.784  -0.613  0.4934
C  0.141  3.732  -0.756  -0.2418
O  0.450  5.113  -0.673  -0.7336
H  -0.088  3.384  -1.769  0.1650
H  0.975  3.113  -0.413  0.1689
H  -0.723  3.595  -0.111  0.1736
H  1.374  5.274  -0.872  0.4662
C  -0.847  2.363  2.438  -0.2507
O  -1.945  2.800  3.233  -0.7242
H  -0.091  3.125  2.236  0.1715
H  -0.305  1.538  2.900  0.1702
H  -1.263  2.011  1.490  0.1656
H  -2.125  3.706  2.966  0.4672
C  -3.335  -1.014  -2.433  -0.2503
O  -1.983  -0.662  -2.690  -0.7430
H  -3.973  -0.946  -3.320  0.1726
H  -3.392  -2.010  -1.995  0.1744
H  -3.779  -0.278  -1.764  0.1917
H  -1.568  -1.389  -3.165  0.4777
C  -1.550  -1.262  4.119  -0.2449
O  -0.531  -1.455  3.156  -0.7359
H  -2.493  -1.444  3.607  0.1794
H  -1.463  -1.935  4.976  0.1620
H  -1.556  -0.237  4.501  0.1717
H  0.278  -0.984  3.365  0.4699
C  -0.130  -0.398  0.067  -0.2706
O  -0.004  0.464  -1.064  -0.7661
H  0.032  -1.466  -0.145  0.1675
H  0.583  -0.188  0.860  0.1919
H  -1.165  -0.341  0.421  0.1766
H  -0.625  0.059  -1.704  0.5025

Results
- relative energy (zero: lowest compared OMol25 entry of this formula, charge and spin) (kcal/mol) = 81.13
- charge = 0
- LUMO level (eV) = 0.334
- SMILES = CO.CO.CO.CO.CO.CO.CO
- E_HOMO (Eh) = -0.3574



Entry 2:
Here is a structure of composition C7H28O7 at a distorted geometry from OMol25. Energies are from ωB97M-V/def2-TZVPD.

Last column: natural (NBO) charge in e.
Element x y z (Å)
C  2.200  -0.196  0.338  -0.2604
O  3.284  0.653  -0.068  -0.7650
H  1.229  0.293  0.255  0.2052
H  2.198  -0.946  -0.453  0.1568
H  2.414  -0.732  1.263  0.1783
H  3.899  0.602  0.667  0.4652
C  1.221  0.412  -2.482  -0.2667
O  0.279  -0.633  -2.209  -0.7139
H  2.228  0.021  -2.629  0.1776
H  0.808  0.816  -3.407  0.1848
H  1.212  1.179  -1.708  0.2341
H  0.079  -1.261  -2.907  0.5084
C  -0.642  -1.970  2.587  -0.2830
O  0.018  -2.941  3.430  -0.7201
H  -1.178  -1.228  3.179  0.1552
H  -0.035  -1.445  1.849  0.2056
H  -1.509  -2.461  2.145  0.1747
H  0.310  -2.397  4.165  0.4604
C  -2.685  3.019  0.944  -0.2670
O  -1.935  2.090  0.149  -0.7002
H  -2.541  2.860  2.012  0.1668
H  -2.497  4.071  0.728  0.1655
H  -3.752  2.953  0.731  0.1887
H  -1.090  2.098  0.604  0.4532
C  -0.967  -0.239  0.157  -0.2496
O  0.189  -1.016  -0.166  -0.8099
H  -0.794  0.808  0.404  0.1308
H  -1.602  -0.316  -0.726  0.1879
H  -1.552  -0.761  0.914  0.1810
H  0.445  -0.864  -1.079  0.4671
C  0.858  2.760  -0.619  -0.2872
O  0.857  2.833  -2.026  -0.7219
H  1.829  2.419  -0.259  0.2032
H  0.577  3.648  -0.054  0.1740
H  0.206  2.005  -0.181  0.1667
H  1.623  3.316  -2.347  0.4808
C  -0.889  -2.893  -0.565  -0.2569
O  -1.113  -4.207  -1.106  -0.7427
H  0.162  -2.731  -0.321  0.1970
H  -1.209  -2.083  -1.220  0.1626
H  -1.379  -2.795  0.404  0.1564
H  -0.755  -4.742  -0.394  0.4561

Results
- relative energy (zero: lowest compared OMol25 entry of this formula, charge and spin) (kcal/mol) = 238.60
- charge = 0
- LUMO level (eV) = 0.480
- E_HOMO (Eh) = -0.3028



Entry 3:
Here is a cluster of 7 separate species, C7H28O7 in total at a distorted geometry from OMol25. Energies are from ωB97M-V/def2-TZVPD.

Last column: natural (NBO) charge in e.
Element x y z (Å)
C  -4.876  3.184  -1.295  -0.2455
O  -3.579  3.121  -0.733  -0.7311
H  -4.854  3.754  -2.225  0.1753
H  -5.230  2.171  -1.490  0.1572
H  -5.567  3.748  -0.661  0.1645
H  -3.489  2.317  -0.216  0.4787
C  -3.683  -0.599  -1.730  -0.2521
O  -2.717  0.242  -1.116  -0.7455
H  -4.190  -1.170  -0.954  0.1891
H  -4.450  -0.024  -2.257  0.1691
H  -3.270  -1.321  -2.440  0.1681
H  -2.319  0.739  -1.844  0.4796
C  -1.209  -1.844  2.720  -0.2475
O  -0.810  -2.890  3.591  -0.7289
H  -1.712  -1.090  3.328  0.1672
H  -0.375  -1.346  2.203  0.1660
H  -1.795  -2.228  1.885  0.1762
H  -0.477  -2.523  4.409  0.4659
C  0.845  0.203  -0.099  -0.2464
O  -0.265  0.910  0.399  -0.7355
H  0.695  -0.873  0.036  0.1634
H  1.038  0.375  -1.163  0.1545
H  1.770  0.473  0.406  0.1735
H  -1.047  0.659  -0.109  0.4829
C  4.374  -1.058  1.643  -0.2456
O  5.541  -1.395  2.351  -0.7237
H  4.388  -1.463  0.621  0.1623
H  3.456  -1.355  2.160  0.1657
H  4.354  0.024  1.493  0.1734
H  5.703  -2.339  2.342  0.4678
C  3.955  3.234  0.722  -0.2414
O  4.144  3.403  -0.666  -0.7275
H  4.927  3.326  1.237  0.1558
H  3.347  4.030  1.142  0.1865
H  3.618  2.223  0.967  0.1591
H  4.358  2.581  -1.105  0.4681
C  -0.332  -2.599  -2.323  -0.2499
O  0.896  -3.154  -1.923  -0.7217
H  -0.158  -1.560  -2.597  0.1819
H  -0.673  -3.020  -3.286  0.1557
H  -1.155  -2.765  -1.627  0.1650
H  0.828  -4.103  -1.799  0.4696

Results
- relative energy (zero: lowest compared OMol25 entry of this formula, charge and spin) (kcal/mol) = 93.68
- charge = 0
- LUMO level (eV) = 0.433
- SMILES = CO.CO.CO.CO.CO.CO.CO
- E_HOMO (Eh) = -0.3713



Entry 4:
Here is a cluster of 8 separate species, C7H28O8 in total at a distorted geometry from OMol25. Energies are from ωB97M-V/def2-TZVPD.

Last column: natural (NBO) charge in e.
Element x y z (Å)
C  1.097  2.404  -1.077  -0.0627
O  0.420  2.513  -2.243  -0.6884
C  2.290  1.457  -1.156  -0.4327
C  1.920  -0.043  -1.280  -0.4461
C  1.114  -0.702  -0.182  -0.5048
C  0.824  -1.404  2.168  -0.1479
C  1.578  -0.915  1.253  0.2557
C  3.023  -0.465  1.605  -0.6617
H  1.442  3.513  -0.924  0.2109
H  0.444  2.163  -0.178  0.1257
H  0.185  1.616  -2.453  0.4654
H  2.863  1.877  -2.015  0.2539
H  2.917  1.429  -0.234  0.1941
H  1.469  -0.198  -2.344  0.2565
H  2.710  -0.685  -1.387  0.2325
H  0.262  0.021  -0.004  0.3041
H  0.495  -1.573  -0.684  0.2772
H  -0.145  -1.595  1.999  0.2095
H  1.280  -1.553  3.201  0.2600
H  3.653  -1.332  1.152  0.2900
H  3.128  0.578  1.254  0.2705
H  3.264  -0.694  2.581  0.2445
H  -2.694  -0.090  1.273  0.4990
H  -3.252  0.141  2.702  0.4918
O  -2.628  0.406  2.039  -0.9908
H  -0.810  -3.807  0.404  0.4475
H  -0.406  -3.376  1.444  0.4165
O  -1.128  -3.963  1.213  -0.8549
H  -3.455  1.163  -0.594  0.5067
H  -2.775  0.019  -1.416  0.4595
O  -3.435  0.139  -0.676  -0.9970
H  -0.905  0.463  -4.104  0.5108
H  -0.859  -1.070  -3.575  0.4833
O  -0.754  -0.174  -3.428  -0.9878
H  -2.260  2.718  -0.126  0.4687
H  -2.917  2.319  1.197  0.5016
O  -2.974  2.533  0.323  -0.9305
H  -0.419  0.839  3.935  0.4742
H  0.015  0.578  2.665  0.4421
O  0.273  1.156  3.419  -0.8561
H  -1.874  -1.738  -1.273  0.4642
H  -1.039  -2.279  -2.450  0.4358
O  -1.936  -2.387  -2.025  -0.8905

Results
- expectation value of S² = 0.754
- relative energy (zero: lowest compared OMol25 entry of this formula, charge and spin) (kcal/mol) = 113.22
- charge = +1
- LUMO level (spin up / spin down) (eV) = -4.292 / -9.082
- 2S+1 = 2
- E_HOMO (spin up / spin down) (Eh) = -0.5047 / -0.5037



relative energy (zero: lowest compared OMol25 entry of this formula, charge and spin) of number 1 (C7H28O7)?
81.13 kcal/mol